A cluster of 6 separate species, C24H59NO7P in total at a distorted geometry, computed with the ωB97M-V functional and the def2-TZVPD basis.

- Net charge: 0
- Total energy: -1872.382274 Ha
- 2S+1: 2
- HOMO level (alpha / beta): -0.31830 / -0.34773 Eh

Each line ends with the Löwdin spin population.
Element x y z (Å)
C: 2.4540 3.1321 -2.0774  0.0194
C: 3.1280 2.2823 -0.8338  0.0238
C: 2.4269 0.7643 -0.9243  0.0065
C: 2.5972 2.9257 0.5697  -0.0012
C: 3.6483 3.9019 1.3546  0.0000
P: 3.2014 3.7452 3.2448  0.0000
O: 3.0829 2.2108 3.6929  0.0000
C: 5.1983 3.3853 1.2258  0.0009
C: 5.4577 3.1709 -0.4120  0.0247
C: 5.4168 4.5673 -1.2681  0.0192
C: 7.0392 2.6321 -0.5088  0.0014
N: 4.6083 2.0494 -0.9461  0.3403
O: 4.9970 1.6102 -2.1556  0.5571
H: 2.2242 4.2482 -1.8000  0.0004
H: 1.4138 2.6093 -2.3235  0.0010
H: 3.0693 3.1105 -3.0722  0.0030
H: 2.7962 0.2008 -1.8924  -0.0005
H: 2.7439 0.1986 0.0504  0.0003
H: 1.2448 0.8539 -0.9888  -0.0001
H: 1.6549 3.6049 0.2928  -0.0001
H: 2.1437 2.0657 1.2629  -0.0001
H: 3.5498 5.0360 1.0435  0.0000
H: 4.3832 4.2546 3.9491  0.0000
H: 2.0664 4.5496 3.6186  0.0000
H: 5.9749 4.1088 1.7203  -0.0003
H: 5.2370 2.2862 1.6903  0.0012
H: 5.3470 4.2932 -2.4203  0.0022
H: 6.3580 5.2539 -1.1445  0.0020
H: 4.4438 5.2004 -0.9933  0.0002
H: 7.7271 3.4539 -0.0045  -0.0004
H: 7.3889 2.5312 -1.6395  -0.0005
H: 7.1904 1.6194 0.0710  -0.0002
C: -3.0695 -0.6428 -0.6943  0.0000
C: -1.8765 -0.3898 0.2137  0.0000
C: -2.3178 -0.0785 1.6349  0.0000
O: -1.1189 0.7046 -0.2960  0.0000
H: -3.7156 0.2407 -0.7478  0.0000
H: -2.7373 -0.8533 -1.7165  0.0000
H: -3.6643 -1.4895 -0.3378  0.0000
H: -1.2224 -1.2685 0.2154  0.0000
H: -2.9372 0.8249 1.6639  0.0000
H: -1.4494 0.1134 2.2741  0.0000
H: -2.8901 -0.9083 2.0612  0.0000
H: -1.6918 1.4894 -0.3012  0.0000
C: -0.4598 -0.6616 -4.2052  0.0000
C: -0.8880 0.7966 -4.2482  0.0000
C: -2.1070 0.9904 -5.1359  0.0000
O: 0.1875 1.5902 -4.7430  0.0000
H: -0.1863 -1.0193 -5.2042  0.0000
H: 0.4259 -0.7841 -3.5726  0.0000
H: -1.2605 -1.2968 -3.8138  0.0000
H: -1.1122 1.1444 -3.2339  0.0000
H: -1.8919 0.6912 -6.1678  0.0000
H: -2.3964 2.0463 -5.1671  0.0000
H: -2.9571 0.4047 -4.7723  0.0000
H: 0.3935 1.2883 -5.6434  0.0000
C: -5.9719 -5.2641 0.3434  0.0000
C: -6.4002 -3.8058 0.3004  0.0000
C: -7.6192 -3.6121 -0.5873  0.0000
O: -5.3246 -3.0123 -0.1945  0.0000
H: -5.6985 -5.6218 -0.6556  0.0000
H: -5.0863 -5.3866 0.9760  0.0000
H: -6.7727 -5.8992 0.7348  0.0000
H: -6.6243 -3.4580 1.3147  0.0000
H: -7.4040 -3.9113 -1.6192  0.0000
H: -7.9085 -2.5562 -0.6185  0.0000
H: -8.4693 -4.1977 -0.2238  0.0000
H: -5.1187 -3.3141 -1.0948  0.0000
C: -8.1705 -2.2862 5.1221  0.0000
C: -8.3034 -2.0046 3.6339  0.0000
C: -9.4940 -1.1046 3.3443  0.0000
O: -8.4603 -3.2355 2.9327  0.0000
H: -9.0592 -2.8008 5.5045  0.0000
H: -7.3170 -2.9451 5.3144  0.0000
H: -8.0325 -1.3598 5.6883  0.0000
H: -7.3864 -1.5322 3.2654  0.0000
H: -10.4295 -1.5773 3.6636  0.0000
H: -9.5844 -0.9205 2.2684  0.0000
H: -9.3956 -0.1427 3.8572  0.0000
H: -9.2722 -3.6622 3.2535  0.0000
C: 8.3888 -2.1184 -0.6022  0.0000
C: 8.1604 -1.7158 0.8460  0.0000
C: 7.4167 -2.7986 1.6115  0.0000
O: 7.4072 -0.5065 0.8867  0.0000
H: 7.4361 -2.2771 -1.1198  0.0000
H: 8.9141 -1.3246 -1.1441  0.0000
H: 8.9794 -3.0375 -0.6680  0.0000
H: 9.1234 -1.5185 1.3294  0.0000
H: 6.4296 -2.9813 1.1724  0.0000
H: 7.2486 -2.4899 2.6489  0.0000
H: 7.9782 -3.7380 1.6122  0.0000
H: 6.5503 -0.6723 0.4596  0.0001